Below is 8 unconnected molecules or ions with the total composition C20H56N4O8, with properties calculated with ωB97M-V with the def2-TZVPD basis set.

## Properties
SMILES = NC(N)=O.NC(N)=O.CC(C)O.CC(C)O.CC(C)O.CC(C)O.CC(C)O.CC(C)O
E_HOMO = -0.319 hartree
max |F| = 12.81 eV Å⁻¹
total energy = -1616.22457 hartree
LUMO energy = 0.408 eV
gap between HOMO and LUMO = 0.334 Eh

```
! wB97M-V def2-TZVPD RIJCOSX def2/J DEFGRID3
* xyz 0 1
N 17.02268 -15.38668 -24.99857
C 16.49018 -14.30665 -24.63093
N 16.12579 -14.20942 -23.38108
O 16.14478 -13.31593 -25.54862
H 17.15438 -15.46865 -26.03808
H 16.93280 -16.23013 -24.36237
H 16.35720 -15.07087 -22.81104
H 15.32670 -13.59204 -23.15268
N 17.58435 -17.23183 -23.22005
C 16.67123 -17.26537 -22.31785
N 16.62754 -16.09028 -21.69074
O 15.91181 -18.35426 -22.09387
H 17.72789 -18.12079 -23.81579
H 18.39972 -16.60099 -23.13171
H 15.92007 -16.07957 -20.93221
H 17.45519 -15.44726 -21.71198
C 11.59158 -19.25329 -29.45667
C 12.00283 -18.23238 -28.41201
C 13.35746 -18.60736 -27.95585
O 11.96699 -17.05081 -28.76933
H 10.49396 -19.30901 -29.68145
H 11.93293 -20.20708 -29.14488
H 12.25383 -19.29971 -30.35149
H 11.25694 -18.40230 -27.61616
H 13.36893 -19.59883 -27.57302
H 13.59744 -17.95464 -27.14103
H 14.10411 -18.55788 -28.70735
H 11.19494 -16.73298 -28.40221
C 16.13887 -18.75439 -25.96037
C 16.42581 -19.78318 -24.89857
C 16.19357 -21.25719 -25.21919
O 17.62424 -19.72903 -24.49169
H 15.39030 -18.92190 -26.67204
H 16.97361 -18.60836 -26.60962
H 15.71130 -17.71285 -25.62373
H 15.82962 -19.47357 -24.08580
H 16.72427 -21.64399 -26.03558
H 15.09819 -21.35525 -25.37412
H 16.34363 -21.99181 -24.37471
H 17.72229 -20.46869 -23.84363
C 13.76124 -21.08819 -22.93892
C 13.13600 -22.46236 -22.83512
C 13.82880 -23.54065 -23.68108
O 13.07898 -22.92365 -21.62756
H 14.83310 -21.12581 -22.65470
H 13.25778 -20.29933 -22.38397
H 13.73196 -20.79680 -23.88602
H 12.12110 -22.27508 -23.13738
H 14.88571 -23.69052 -23.52729
H 13.66285 -23.26669 -24.77583
H 13.38059 -24.53614 -23.68891
H 12.22032 -22.90456 -21.22332
C 13.25685 -17.49927 -24.05596
C 13.02123 -16.03487 -23.76347
C 13.36546 -15.21061 -25.00977
O 11.83215 -15.82561 -23.42709
H 14.25218 -17.80281 -24.02737
H 12.75893 -17.77069 -24.93072
H 12.59369 -17.94877 -23.30236
H 13.67976 -15.80766 -22.86218
H 13.49928 -14.16521 -24.76558
H 12.54240 -15.24776 -25.66478
H 14.21311 -15.58434 -25.53142
H 11.38307 -16.11073 -24.20470
C 20.07058 -20.99401 -23.11308
C 18.92120 -21.44363 -22.04132
C 18.62994 -20.40448 -21.02993
O 17.88483 -21.92655 -22.47938
H 19.85032 -20.14075 -23.65057
H 20.19426 -21.69935 -23.89211
H 20.96613 -20.82619 -22.50073
H 19.40289 -22.19161 -21.40479
H 17.99593 -20.80179 -20.17135
H 18.10154 -19.61575 -21.49735
H 19.44494 -19.87684 -20.58444
H 17.21321 -22.33115 -21.80330
C 20.34419 -17.56728 -24.26222
C 20.39090 -16.01449 -24.28042
C 20.53490 -15.31927 -25.71001
O 19.47418 -15.32403 -23.74624
H 19.62335 -17.88354 -25.03425
H 19.97542 -18.03962 -23.36545
H 21.39811 -17.94190 -24.39142
H 21.32917 -15.83888 -23.71594
H 21.10152 -15.80433 -26.40310
H 20.76172 -14.27267 -25.58316
H 19.56624 -15.24104 -26.16667
H 18.68903 -15.34022 -24.28818
*
```



Below is a molecular structure, C20H57BeN4O10, with properties calculated with ωB97M-V with the def2-TZVPD basis set.

## Properties
E_HOMO = -0.420 hartree
max |F| = 3.89 eV Å⁻¹
total energy = -1781.96490 hartree
LUMO energy = -5.541 eV
gap between HOMO and LUMO = 0.216 Eh

```
! wB97M-V def2-TZVPD RIJCOSX def2/J DEFGRID3
* xyz 1 1
Be -12.79595 8.52955 -27.31272
O -11.04236 9.55264 -23.41606
C -11.43652 9.23353 -24.66503
O -11.33256 9.99192 -25.62226
O -11.91861 8.11301 -24.82508
H -11.22471 8.69226 -23.03124
C -6.36286 4.63673 -26.60691
C -7.11335 3.84672 -25.54521
C -8.32257 4.64867 -25.06942
O -7.91420 5.88054 -24.44195
C -8.99042 6.62442 -23.80940
N -7.44986 2.50825 -26.04493
H -7.11880 4.87008 -27.35672
H -5.61209 4.02748 -27.11015
H -5.99360 5.61684 -26.30503
H -6.57278 3.61320 -24.62795
H -8.85221 4.06255 -24.31840
H -9.00103 4.90975 -25.88160
H -8.69363 7.65006 -23.59008
H -9.24734 6.16949 -22.85278
H -9.87349 6.77653 -24.43002
H -6.59933 1.96358 -26.05170
H -8.02471 2.09739 -25.32325
C -12.49845 6.36723 -21.33838
C -13.77849 6.02007 -22.05420
C -14.96231 5.68477 -21.09008
O -14.68369 4.58195 -20.24340
C -15.81529 4.08927 -19.61253
N -14.13568 7.03145 -23.08799
H -12.52445 7.09341 -20.52593
H -11.82155 6.64696 -22.14564
H -12.08214 5.51303 -20.80441
H -13.60029 5.10727 -22.62266
H -15.88487 5.52155 -21.64716
H -15.18094 6.59388 -20.52987
H -15.55673 3.21240 -19.01895
H -16.62737 3.78906 -20.27472
H -16.18897 4.80063 -18.87603
H -13.26436 7.41703 -23.42301
H -14.52007 7.88393 -22.70638
C -16.94490 7.78391 -25.12182
C -15.85298 8.31250 -26.04187
C -15.39555 9.69880 -25.64473
O -14.45431 10.40151 -26.47384
C -14.24105 11.82040 -26.17269
N -14.72354 7.41696 -25.94853
H -17.79446 8.46103 -25.03317
H -16.68240 7.59943 -24.08010
H -17.32694 6.84701 -25.52723
H -16.13211 8.30740 -27.09551
H -14.94298 9.53707 -24.66640
H -16.26123 10.32337 -25.42427
H -15.08317 12.37655 -26.58454
H -13.39410 12.20334 -26.74201
H -14.10436 12.06414 -25.11912
H -14.45567 7.43962 -24.97497
H -14.99499 6.45073 -26.06167
C -10.83413 4.32064 -27.55671
C -11.07584 5.78991 -27.42344
C -10.24541 6.62819 -28.41484
O -10.61084 7.95852 -28.20833
C -9.83399 8.89678 -28.85714
N -12.46666 5.99492 -27.65087
H -11.18580 3.70105 -26.73177
H -9.77179 4.07806 -27.58281
H -11.23411 3.91574 -28.48632
H -10.84265 6.13728 -26.41693
H -10.34101 6.34692 -29.46357
H -9.19418 6.54983 -28.13757
H -10.04028 8.93177 -29.92687
H -8.74831 8.79989 -28.85746
H -9.93104 9.86526 -28.36650
H -12.83837 5.52496 -26.83780
H -12.82685 5.48827 -28.44689
C -13.92388 9.84248 -21.04804
O -14.96293 9.30203 -21.80160
H -13.03831 9.80987 -21.68271
H -14.00918 10.85200 -20.64592
H -13.73533 9.17572 -20.20662
H -15.80540 9.57174 -21.42867
C -10.26116 11.34733 -20.54593
O -11.19197 11.88872 -19.68711
H -10.45475 10.28160 -20.66775
H -10.26847 11.71015 -21.57375
H -9.27187 11.51614 -20.12061
H -11.27284 12.80328 -19.96758
C -8.72950 12.24264 -25.78316
O -9.78775 12.20606 -24.84515
H -9.08809 12.55519 -26.76389
H -7.95106 12.94980 -25.49673
H -8.23573 11.31297 -26.06604
H -10.36237 11.46545 -25.05235
*
```